{"formula": "C23H41BrFN2O8S", "method": "ωB97M-V/def2-TZVPD", "e_tot_ev": -127471.2432, "lumo_ha": 0.0722, "charge": -1, "e_homo_ev": -2.84, "homo_lumo_gap_ev": 4.81, "de_lowest_kj_mol": 39.9, "symbols": ["C", "C", "C", "Br", "C", "C", "C", "C", "C", "N", "C", "C", "C", "O", "O", "C", "O", "O", "C", "C", "C", "C", "C", "N", "C", "C", "C", "O", "S", "O", "O", "F", "H", "H", "H", "H", "H", "H", "H", "H", "H", "H", "H", "H", "H", "H", "H", "H", "H", "H", "H", "H", "H", "H", "H", "H", "H", "H", "H", "H", "H", "H", "H", "H", "H", "H", "C", "C", "C", "O", "H", "H", "H", "H", "H", "H", "H"], "xyz": [[-2.37, -1.78, 1.45], [-1.66, -1.05, 0.29], [-1.85, -1.78, -1.04], [-3.68, -1.50, -1.64], [-0.75, -1.47, -2.05], [0.52, -2.18, -1.47], [1.86, -1.41, -1.40], [3.00, -2.24, -1.99], [4.38, -1.66, -1.71], [5.01, -2.05, -0.45], [5.03, -3.48, -0.21], [4.70, -1.30, 0.67], [4.51, 0.20, 0.56], [4.62, -1.84, 1.78], [-0.98, -2.19, -3.32], [-0.06, -1.67, -4.15], [0.42, -2.17, -5.15], [0.35, -0.40, -3.69], [-0.55, -0.09, -2.64], [-0.16, 0.95, -1.62], [0.33, 2.31, -2.15], [1.30, 2.95, -1.16], [0.65, 3.19, 0.21], [1.45, 2.63, 1.30], [2.67, 3.40, 1.50], [0.70, 2.56, 2.50], [-0.54, 1.70, 2.49], [1.05, 3.13, 3.52], [-1.94, 0.77, -3.60], [-2.76, 1.55, -2.75], [-1.28, 1.43, -4.67], [-2.79, -0.34, -4.26], [-2.66, -2.80, 1.19], [-1.72, -1.86, 2.31], [-3.26, -1.25, 1.74], [-2.08, -0.06, 0.27], [-0.60, -0.99, 0.55], [-1.78, -2.84, -0.84], [0.68, -3.06, -2.09], [0.32, -2.56, -0.48], [2.11, -1.28, -0.35], [1.84, -0.42, -1.84], [2.86, -2.24, -3.07], [2.87, -3.27, -1.67], [5.04, -1.96, -2.53], [4.31, -0.59, -1.80], [4.15, -3.83, 0.32], [5.92, -3.76, 0.34], [5.06, -3.99, -1.17], [3.46, 0.43, 0.61], [4.94, 0.57, -0.36], [5.07, 0.64, 1.38], [-1.04, 1.12, -1.03], [0.59, 0.58, -0.93], [-0.52, 2.97, -2.24], [0.77, 2.24, -3.14], [1.58, 3.91, -1.58], [2.21, 2.36, -1.09], [-0.36, 2.80, 0.25], [0.56, 4.27, 0.36], [2.46, 4.44, 1.74], [3.24, 2.98, 2.32], [3.28, 3.37, 0.61], [-0.60, 1.12, 1.58], [-0.51, 1.06, 3.35], [-1.41, 2.34, 2.59], [-6.35, 1.53, 3.26], [-5.66, 0.15, 3.20], [-6.39, -0.79, 4.19], [-4.35, 0.25, 3.54], [-6.27, 1.95, 4.27], [-5.88, 2.22, 2.56], [-7.42, 1.46, 3.01], [-5.89, -0.26, 2.18], [-6.31, -0.41, 5.21], [-5.96, -1.79, 4.16], [-7.47, -0.89, 3.95]], "mulliken_charge": [-1.72, -0.05, -0.92, -0.08, 2.16, -2.52, 0.36, -1.12, -1.37, 0.16, -1.10, 0.66, -0.84, -0.65, -0.49, 0.26, -0.61, -0.52, 1.02, -2.56, -1.55, -0.86, -1.28, 0.42, -1.22, 0.64, -0.73, -0.64, 1.36, -0.58, -0.67, -0.21, 0.42, 0.38, 0.31, 0.52, 0.01, 0.83, 0.81, 0.81, 0.16, 0.79, 0.16, 0.67, 0.47, 0.28, 0.32, 0.31, 0.42, 0.03, 0.36, 0.49, 1.02, 1.02, 0.50, 0.47, 0.47, 0.36, 0.55, 0.67, 0.42, 0.37, 0.36, -0.29, 0.40, 0.36, -1.50, 0.86, -1.44, -0.87, 0.34, 0.31, 0.35, 0.02, 0.30, 0.31, 0.37]}